(1)
Molecular formula: C4H10NOP
Method: DFT, wB97M-V/def2-TZVPD

Total energy: -629.539205 Ha
LUMO energy (spin up / spin down): 0.0331 / -0.0963 Eh
HOMO-LUMO gap (spin up / spin down): 4.733 / 6.349 eV
Energy above the lowest of the compared OMol25 structures with the same formula, charge and spin: 2.612 eV

Geometry as ORCA input:
```
! wB97M-V def2-TZVPD RIJCOSX def2/J DEFGRID3
* xyz 0 3
C 1.13 -0.13 -0.57
C 0.25 -0.81 0.51
C 0.57 1.27 -0.82
C -2.07 -0.87 -0.32
N -1.07 -0.22 0.53
O -3.16 -0.05 -0.61
P -0.87 1.48 0.36
H 2.16 -0.07 -0.21
H 1.13 -0.72 -1.49
H 0.18 -1.89 0.35
H 0.70 -0.63 1.49
H 1.30 2.07 -0.67
H 0.18 1.37 -1.84
H -1.64 -1.16 -1.29
H -2.39 -1.79 0.20
H -3.61 0.16 0.21
H -0.06 1.56 1.51
*
```

(2)
Molecular formula: C31H56BCl8I3N3O8P2
Method: DFT, wB97M-V/def2-TZVPD

Total energy: -7262.948480 Ha
LUMO energy: -0.1124 Eh
HOMO-LUMO gap: 8.078 eV

Geometry as ORCA input:
```
! wB97M-V def2-TZVPD RIJCOSX def2/J DEFGRID3
* xyz 1 1
C 1.50 -3.42 -0.27
C 0.80 -2.45 -0.37
C -0.01 -1.23 -0.72
C -1.05 -1.89 -1.66
C -0.63 -3.02 -2.67
C -1.34 -2.69 -4.02
Cl -1.19 -4.65 -2.20
C -0.69 -0.79 0.65
Cl -0.45 -2.11 1.95
B -2.33 -0.69 0.65
N -3.09 0.02 -0.40
O -3.05 -1.23 1.67
N -0.26 0.41 1.31
C 0.62 1.41 0.83
C 0.01 2.83 0.47
I 0.88 4.40 -0.75
C -1.17 3.28 0.94
C -1.80 4.62 0.57
I -2.43 2.29 2.34
P 1.53 1.91 2.47
O 1.81 0.76 3.33
O 0.66 2.93 3.35
O 2.89 2.72 2.22
C 1.60 0.65 -0.21
I 3.27 1.91 -0.94
C 2.55 -0.28 0.64
C 3.72 -1.06 -0.01
C 5.10 -0.80 0.71
P 5.19 -1.91 2.16
O 5.89 -3.12 1.74
O 3.67 -2.23 2.60
C 3.57 -3.03 3.81
C 2.79 -2.18 4.84
O 5.92 -1.21 3.43
C 5.53 0.16 3.65
C 5.94 0.58 5.08
N 0.86 -0.11 -1.30
C 1.67 -0.67 -2.40
C 2.49 0.17 -3.39
O 3.28 -0.43 -4.07
C -0.10 0.90 -1.93
C -0.67 0.82 -3.36
C -2.20 1.18 -3.36
C -0.07 1.88 -4.36
H 2.22 -4.10 0.13
H -1.62 -2.57 -0.99
H -1.82 -1.24 -2.08
H 0.43 -3.09 -2.90
H -0.75 -2.03 -4.66
H -2.37 -2.34 -3.85
H -1.42 -3.65 -4.54
H -3.87 0.51 0.02
H -3.47 -0.60 -1.11
H -3.98 -1.25 1.43
H -0.46 0.36 2.30
H -2.79 4.74 1.03
H -1.97 4.70 -0.51
H -1.20 5.46 0.95
H 0.11 2.41 3.95
H 3.58 2.23 2.70
H 1.97 -0.90 1.35
H 3.13 0.34 1.33
H 3.94 -0.96 -1.07
H 3.56 -2.13 0.17
H 5.16 0.27 0.97
H 5.93 -0.99 0.02
H 2.94 -3.88 3.56
H 4.55 -3.35 4.18
H 2.68 -2.69 5.80
H 3.33 -1.23 4.93
H 1.83 -1.94 4.36
H 6.14 0.78 2.97
H 4.47 0.34 3.45
H 7.02 0.74 5.09
H 5.39 1.50 5.32
H 5.66 -0.19 5.81
H 1.02 -1.15 -3.15
H 2.31 -1.52 -2.14
H 2.39 1.25 -3.59
H -0.96 1.14 -1.28
H 0.47 1.84 -1.95
H -0.65 -0.13 -3.90
H -2.56 1.33 -4.38
H -2.37 2.10 -2.78
H -2.82 0.38 -2.93
H 0.71 1.39 -4.97
H -0.82 2.25 -5.07
H 0.34 2.75 -3.83
Cl -7.71 -3.35 -4.38
C -6.12 -4.09 -4.70
C -5.08 -3.65 -3.70
Cl -4.65 -1.93 -3.89
H -5.83 -3.84 -5.72
H -6.26 -5.17 -4.64
H -4.16 -4.23 -3.85
H -5.42 -3.81 -2.67
Cl 0.96 7.10 2.27
C 0.38 8.78 2.19
C -1.04 8.87 1.70
Cl -1.19 8.41 -0.02
H 1.06 9.35 1.55
H 0.44 9.19 3.20
H -1.41 9.89 1.78
H -1.70 8.22 2.27
Cl -5.44 -4.93 -1.03
C -5.66 -4.52 0.70
C -6.63 -3.39 0.89
Cl -5.99 -1.84 0.28
H -4.68 -4.29 1.12
H -6.03 -5.42 1.19
H -6.84 -3.25 1.95
H -7.57 -3.58 0.37
*
```

(3)
Molecular formula: C7H28BrN14O7
Method: DFT, wB97M-V/def2-TZVPD

Total energy: -4151.254673 Ha
LUMO energy: 0.0855 Eh
HOMO-LUMO gap: 9.153 eV
Energy above the lowest of the compared OMol25 structures with the same formula, charge and spin: 0.575 eV

Geometry as ORCA input:
```
! wB97M-V def2-TZVPD RIJCOSX def2/J DEFGRID3
* xyz -1 1
Br -4.31 -20.35 -30.36
C -1.91 -16.10 -30.61
O -1.51 -15.28 -31.42
N -1.96 -15.91 -29.26
N -2.51 -17.28 -30.96
H -1.71 -15.01 -28.92
H -2.24 -16.69 -28.68
H -2.83 -17.96 -30.28
H -2.73 -17.47 -31.92
C -0.29 -20.35 -32.28
O 0.92 -20.35 -32.34
N -0.97 -20.26 -31.10
N -1.14 -20.45 -33.36
H -1.96 -20.45 -31.01
H -0.41 -20.42 -30.29
H -2.13 -20.36 -33.31
H -0.71 -20.58 -34.26
C -8.08 -20.13 -33.47
O -8.73 -20.68 -34.33
N -8.04 -18.77 -33.34
N -7.40 -20.80 -32.47
H -8.46 -18.23 -34.07
H -7.57 -18.26 -32.61
H -7.47 -21.79 -32.67
H -6.54 -20.42 -32.10
C -8.11 -22.52 -28.37
O -7.68 -22.68 -27.25
N -7.39 -22.10 -29.45
N -9.44 -22.76 -28.64
H -6.48 -21.68 -29.38
H -7.86 -22.14 -30.34
H -9.98 -22.86 -27.80
H -9.78 -22.81 -29.58
C -7.15 -17.03 -30.14
O -7.69 -15.95 -30.07
N -7.57 -18.11 -29.41
N -6.13 -17.32 -31.00
H -7.11 -19.00 -29.49
H -8.35 -17.93 -28.80
H -5.71 -18.23 -31.11
H -5.89 -16.62 -31.68
C -5.13 -23.36 -33.50
O -6.04 -24.11 -33.18
N -5.01 -22.85 -34.77
N -4.23 -22.88 -32.60
H -4.46 -22.02 -34.90
H -5.74 -23.02 -35.43
H -4.51 -23.08 -31.66
H -3.43 -22.31 -32.81
C -1.73 -19.07 -26.73
O -1.72 -18.01 -27.35
N -2.03 -20.25 -27.33
N -1.27 -19.17 -25.45
H -2.46 -20.20 -28.24
H -2.02 -21.16 -26.90
H -1.30 -20.05 -24.97
H -1.18 -18.29 -24.98
*
```

(4)
Molecular formula: C27H18BrCoN10O4P
Method: DFT, wB97M-V/def2-TZVPD

Total energy: -6186.533554 Ha
LUMO energy (spin up / spin down): 0.1515 / 0.1515 Eh
HOMO-LUMO gap (spin up / spin down): 6.836 / 6.843 eV
Energy above the lowest of the compared OMol25 structures with the same formula, charge and spin: 0.000 eV

Geometry as ORCA input:
```
! wB97M-V def2-TZVPD RIJCOSX def2/J DEFGRID3
* xyz -2 2
Co 0.80 -0.75 1.25
N 3.46 1.35 1.43
C 3.73 0.09 0.90
N 4.93 -0.28 0.51
N 4.74 -1.55 0.07
N 3.50 -1.89 0.19
N 2.82 -0.85 0.72
C 2.19 1.89 1.33
N 1.95 3.18 1.21
N 0.60 3.26 1.11
N 0.08 2.08 1.15
N 1.07 1.18 1.31
H 4.20 2.02 1.31
Br -4.22 1.88 2.20
C -2.51 2.05 3.09
C -2.07 3.32 3.39
C -0.85 3.40 4.04
C -0.16 2.24 4.34
C -0.70 1.02 3.95
N -1.88 0.93 3.33
C 0.07 -0.26 4.22
O 0.35 -0.48 5.40
O 0.35 -0.97 3.21
H -2.64 4.19 3.11
H -0.43 4.37 4.28
H 0.79 2.26 4.84
O 0.85 -4.72 0.54
C 0.75 -3.54 0.23
O 0.37 -2.60 1.01
C 1.02 -3.18 -1.23
C 1.62 -4.14 -2.04
C 1.86 -3.90 -3.38
C 1.48 -2.68 -3.94
C 0.88 -1.72 -3.15
C 0.65 -1.95 -1.79
P -0.11 -0.69 -0.72
C -0.02 0.85 -1.69
C -1.13 1.56 -2.14
C -0.96 2.80 -2.74
C 0.30 3.34 -2.90
C 1.42 2.64 -2.45
C 1.25 1.40 -1.85
C -1.88 -1.15 -0.71
C -2.54 -1.62 -1.85
C -3.89 -1.94 -1.79
C -4.58 -1.81 -0.59
C -3.92 -1.35 0.54
C -2.58 -1.03 0.49
H 1.89 -5.07 -1.57
H 2.34 -4.65 -3.99
H 1.66 -2.48 -4.99
H 0.60 -0.77 -3.58
H -2.12 1.16 -1.99
H -1.83 3.35 -3.07
H 0.43 4.32 -3.35
H 2.41 3.06 -2.54
H 2.12 0.86 -1.47
H -1.99 -1.73 -2.78
H -4.39 -2.31 -2.67
H -5.63 -2.07 -0.54
H -4.46 -1.24 1.48
H -2.07 -0.68 1.38
*
```

(5)
Molecular formula: H3O4PSi
Method: DFT, wB97M-V/def2-TZVPD

Total energy: -933.605620 Ha
LUMO energy: 0.2400 Eh
HOMO-LUMO gap: 5.108 eV
Energy above the lowest of the compared OMol25 structures with the same formula, charge and spin: 2.650 eV

Geometry as ORCA input:
```
! wB97M-V def2-TZVPD RIJCOSX def2/J DEFGRID3
* xyz -2 1
O -1.71 -2.24 -1.54
O -2.12 -2.71 0.92
O 0.04 -1.49 0.28
O -3.70 0.82 0.23
Si -2.26 0.27 0.41
P -1.63 -1.77 -0.15
H 0.27 -1.14 -0.57
H -1.10 0.90 1.17
H 1.06 2.24 -1.21
*
```

(6)
Molecular formula: C27H25AuCl2N5S3
Method: DFT, wB97M-V/def2-TZVPD

Total energy: -3568.218024 Ha
LUMO energy (spin up / spin down): 0.0654 / 0.0651 Eh
HOMO-LUMO gap (spin up / spin down): 4.530 / 5.019 eV
Energy above the lowest of the compared OMol25 structures with the same formula, charge and spin: 2.126 eV

Geometry as ORCA input:
```
! wB97M-V def2-TZVPD RIJCOSX def2/J DEFGRID3
* xyz -1 3
Au -0.88 0.21 0.35
S 5.71 0.30 -0.42
C 3.94 0.36 -0.22
C 3.36 -0.08 0.96
C 1.98 -0.09 1.07
N 1.20 0.32 0.06
C 1.75 0.79 -1.06
C 3.12 0.82 -1.24
C 5.77 -1.16 -1.43
C 5.60 -2.42 -0.87
C 5.64 -3.53 -1.71
N 5.85 -3.46 -3.02
C 6.02 -2.24 -3.54
C 5.99 -1.07 -2.80
H 3.97 -0.42 1.79
H 1.48 -0.45 1.95
H 1.05 1.15 -1.81
H 3.54 1.19 -2.17
H 5.42 -2.53 0.19
H 5.50 -4.52 -1.30
H 6.19 -2.20 -4.62
H 6.14 -0.11 -3.27
Cl -0.65 2.22 2.86
C -1.62 3.26 1.82
C -2.28 4.29 2.46
C -2.96 5.26 1.74
C -2.93 5.18 0.35
C -2.28 4.14 -0.28
Cl -2.29 4.10 -2.03
C -1.62 3.06 0.40
N -1.07 2.10 -0.33
H -2.24 4.34 3.54
H -3.49 6.06 2.24
H -3.42 5.92 -0.26
S -0.70 -2.29 0.19
C 0.74 -2.81 0.93
N 1.90 -3.18 0.22
C 2.61 -4.25 0.90
C 2.59 -3.88 2.38
S 0.98 -3.06 2.65
H 1.75 -3.29 -0.77
H 3.64 -4.31 0.52
H 2.13 -5.23 0.75
H 3.40 -3.20 2.63
H 2.65 -4.77 3.01
C -4.87 0.84 2.49
C -5.02 0.69 1.01
C -6.24 0.88 0.40
C -6.37 0.79 -0.99
C -5.26 0.50 -1.77
C -4.00 0.31 -1.22
C -2.86 -0.01 -2.12
C -3.85 0.39 0.22
N -2.75 0.24 0.92
H -5.85 0.92 2.97
H -4.29 1.74 2.72
H -4.32 0.00 2.91
H -7.11 1.12 1.01
H -7.34 0.94 -1.45
H -5.37 0.43 -2.84
H -3.21 -0.10 -3.15
H -2.38 -0.96 -1.85
H -2.10 0.77 -2.06
*
```

M for every record listed, in sequence, given in Da: 119.10 1335.90 500.30 716.32 126.08 783.61.